No. 1
Density functional theory data (ωB97M-V with the def2-TZVPD basis set) for a 8-piece molecular cluster, C36H41BBrF3O27S overall at a distorted geometry.

Its structure (SMILES) is O=C1C(CB(O)O)=CC(=O)c2c1cc(CCCBr)cc2S(=O)(=O)C(F)(F)F.O=C1OCCO1.O=C1OCCO1.O=C1OCCO1.O=C1OCCO1.O=C1OCCO1.O=C1OCCO1.O=C1OCCO1.

ORCA input file:
```
! RIJCOSX wB97M-V def2-TZVPD def2/J DEFGRID3
* xyz 0 1
O 1.504 -3.133 4.378
C 1.673 -2.777 3.246
C 2.460 -1.559 2.914
C 2.477 -0.434 3.917
B 1.667 0.730 3.219
O 2.316 1.721 2.465
O 0.293 0.758 3.334
C 3.093 -1.495 1.739
C 3.014 -2.637 0.802
O 3.914 -2.888 0.051
C 1.758 -3.421 0.859
C 1.085 -3.487 2.080
C -0.125 -4.161 2.226
C -0.714 -4.774 1.120
C -2.054 -5.427 1.296
C -3.160 -4.382 1.027
C -4.316 -4.529 1.992
Br -3.923 -3.693 3.703
C -0.053 -4.720 -0.107
C 1.171 -4.060 -0.240
S 1.853 -4.047 -1.888
O 2.052 -2.699 -2.324
O 0.986 -4.851 -2.703
C 3.482 -4.989 -1.929
F 3.749 -5.568 -0.774
F 4.436 -4.161 -2.291
F 3.379 -5.927 -2.850
H 1.937 -0.787 4.789
H 3.495 -0.158 4.169
H 2.396 1.351 1.575
H -0.111 0.642 2.466
H 3.684 -0.644 1.441
H -0.585 -4.172 3.202
H -2.170 -6.275 0.631
H -2.130 -5.703 2.344
H -2.770 -3.373 1.099
H -3.555 -4.474 0.017
H -4.493 -5.576 2.202
H -5.195 -4.038 1.610
H -0.477 -5.185 -0.984
C 3.920 4.234 2.021
C 4.135 4.692 0.595
O 5.001 5.823 0.762
C 5.651 5.685 1.937
O 6.559 6.371 2.290
O 5.133 4.670 2.660
H 3.797 3.160 2.115
H 3.073 4.732 2.495
H 4.652 3.944 -0.010
H 3.217 4.981 0.091
C -0.004 -5.148 6.715
C -0.965 -4.295 7.517
O -2.200 -4.491 6.822
C -2.133 -5.670 6.158
O -3.049 -6.189 5.613
O -0.870 -6.163 6.189
H 0.782 -5.595 7.318
H 0.446 -4.603 5.885
H -1.081 -4.646 8.544
H -0.698 -3.241 7.527
C -6.713 -2.375 -2.546
C -7.163 -3.464 -1.605
O -6.120 -3.463 -0.618
C -5.532 -2.239 -0.627
O -4.748 -1.862 0.184
O -5.963 -1.511 -1.678
H -7.541 -1.844 -3.001
H -6.048 -2.744 -3.330
H -8.112 -3.230 -1.123
H -7.237 -4.437 -2.083
C 3.793 5.301 -3.669
C 2.790 5.675 -4.736
O 1.540 5.552 -4.045
C 1.775 5.695 -2.721
O 0.936 5.806 -1.888
O 3.106 5.690 -2.468
H 4.736 5.830 -3.760
H 3.987 4.229 -3.638
H 2.904 6.707 -5.074
H 2.822 5.008 -5.589
C -11.503 -5.450 -3.973
C -11.164 -5.259 -2.509
O -10.076 -4.327 -2.568
C -10.170 -3.645 -3.738
O -9.519 -2.689 -4.014
O -11.102 -4.198 -4.541
H -12.559 -5.627 -4.151
H -10.922 -6.248 -4.438
H -11.982 -4.808 -1.945
H -10.853 -6.176 -2.016
C 2.869 5.132 -9.248
C 3.997 6.105 -9.526
O 4.690 6.130 -8.272
C 4.424 4.978 -7.620
O 4.975 4.621 -6.628
O 3.441 4.288 -8.240
H 2.580 4.545 -10.115
H 1.985 5.621 -8.835
H 4.680 5.746 -10.297
H 3.651 7.101 -9.789
C 4.609 8.897 3.632
C 5.995 8.695 4.205
O 6.167 9.875 5.002
C 4.943 10.349 5.332
O 4.740 11.214 6.119
O 3.977 9.697 4.638
H 4.064 7.968 3.488
H 4.621 9.453 2.694
H 6.055 7.820 4.853
H 6.764 8.625 3.445
*
```

***

No. 2
Density functional theory data (ωB97M-V with the def2-TZVPD basis set) for a 3-piece molecular cluster, C3H12N2O2 overall at a distorted geometry.

The energy relative to the best compared isomer or geometry (same formula, charge and spin) comes out at 2.0190 eV. Its structure (SMILES) is C/C(N)=C/N.O.O.

ORCA input file:
```
! RIJCOSX wB97M-V def2-TZVPD def2/J DEFGRID3
* xyz 0 1
C -2.445 -0.372 -0.206
C -0.941 -0.172 -0.018
C -0.256 -1.111 0.780
N 1.156 -1.087 1.139
N -0.330 0.816 -0.822
H -2.640 -0.414 -1.279
H -3.085 0.374 0.286
H -2.711 -1.367 0.201
H -0.746 -2.085 1.050
H 1.778 -0.389 0.833
H 1.279 -1.139 2.119
H 0.332 0.692 -1.448
H -0.955 1.492 -1.155
H 2.101 -0.896 -0.788
H 2.439 -1.254 -2.262
O 2.671 -0.586 -1.547
H 0.638 1.760 0.822
H 0.546 3.209 1.289
O 1.170 2.531 1.008
*
```

***

No. 3
Density functional theory data (ωB97M-V with the def2-TZVPD basis set) for the molecule CH2N2O3S at a distorted geometry.

The energy relative to the best compared isomer or geometry (same formula, charge and spin) comes out at 3.6768 eV. Its structure (SMILES) is N#CS(=O)(=O)ON.

ORCA input file:
```
! RIJCOSX wB97M-V def2-TZVPD def2/J DEFGRID3
* xyz 0 1
C 2.249 1.769 0.120
N 2.262 2.908 -0.021
N 0.042 -0.342 -0.067
O 2.201 -0.579 -1.382
O 3.517 -0.503 0.857
O 1.063 -0.499 0.785
S 2.447 -0.203 -0.011
H 0.239 -0.889 -1.024
H 0.066 0.683 -0.193
*
```

***

It is found that the HOMO-LUMO gap values, taken in the order of the records, are 8.080 8.578 10.771 eV.
It is found that the E_tot values, taken in the order of the records, are -6724.68124 -381.44072 -772.57171 hartree.